The following is a quantum chemistry calculation of a structure of composition C3H6N4 at a distorted geometry, from the Open Molecules 2025 dataset.

Element x y z (Å)
C 1.338626 -0.803783 -0.700894
C 0.248063 -0.150510 1.320876
C -0.627205 0.630679 -1.386032
N 1.883012 -1.282446 0.395632
N 1.264594 -0.792428 1.490756
N 0.350693 0.037623 -0.524351
N -0.853934 0.500749 1.809859
H 1.915285 -1.056824 -1.474871
H -1.665719 0.703118 -0.757326
H -0.366543 1.682174 -1.667051
H -0.841392 0.052064 -2.268607
H -1.090789 0.094308 2.639201
H -1.554689 0.385274 1.122808

Forces on atoms 1 to 3 (eV/Å):
-0.8842 0.8154 3.9672
-0.6186 1.7088 -5.3158
-1.8624 1.1020 1.6840

Calculated values
Relative energy (zero: lowest compared OMol25 entry of this formula, charge and spin), kJ/mol: 336.1
Strongest force on any atom, eV/A: 5.62
Total energy, eV: -9165.373
Spin multiplicity: 1
LUMO energy, Eh: 0.024

Formally, the Mulliken partial charges of the atoms, in units of the elementary charge, are as follows:
1. C -0.14
2. C 0.53
3. C -0.63
4. N -0.63
5. N -0.21
6. N -0.21
7. N -0.45
8. H 0.53
9. H 0.14
10. H 0.23
11. H 0.34
12. H 0.29
13. H 0.23



The following is a quantum chemistry calculation of a structure of composition C6H16Ba2CuO5P at a distorted geometry, from the Open Molecules 2025 dataset.

Element x y z (Å)
Cu -0.888361 3.066224 5.668650
Ba -2.247612 2.302584 8.912177
Ba 1.408802 1.180221 7.745709
O -0.920633 1.123616 6.700296
H -1.264640 0.986159 5.799982
C 2.481301 2.379365 -3.106872
C 2.121827 0.980577 -2.639251
O 1.137173 1.107038 -1.601491
P -0.034325 0.010387 -1.485830
O -1.267599 0.231657 -2.248515
O 0.771201 -1.351240 -1.913537
C 0.050010 -2.572110 -1.727804
C -0.547753 -2.987897 -3.103322
O -0.146994 -0.080702 0.095102
C -1.403529 0.187349 0.719558
C -1.534091 -0.424709 2.108666
H 2.649608 3.041086 -2.248944
H 3.362094 2.400847 -3.747218
H 1.703207 2.943716 -3.636314
H 1.765375 0.367317 -3.474084
H 3.051333 0.519262 -2.290864
H 0.807225 -3.312764 -1.461923
H -0.692442 -2.504714 -0.930939
H -1.126054 -3.908420 -3.067054
H -1.191967 -2.222217 -3.536024
H 0.331282 -3.071916 -3.741953
H -1.553293 1.278103 0.732683
H -2.283123 -0.049688 0.106088
H -2.406217 -1.062430 2.180754
H -0.597320 -0.940857 2.336782
H -1.534486 0.384157 2.855492

Forces on atoms 1 to 3 (eV/Å):
0.1032 0.1477 -0.0588
-1.4516 -0.0398 0.1075
1.2711 -0.7794 -0.6162

Calculated values
Relative energy (zero: lowest compared OMol25 entry of this formula, charge and spin), kJ/mol: 0.0
Strongest force on any atom, eV/A: 2.36
Total energy, eV: -71990.942
Spin multiplicity: 1
Total charge: +4
LUMO energy, Eh: -0.595

Formally, the Mulliken partial charges of the atoms, in units of the elementary charge, are as follows:
1. Cu 0.75
2. Ba 1.68
3. Ba 1.62
4. O -1.12
5. H 0.36
6. C -1.32
7. C 0.03
8. O -0.26
9. P 0.94
10. O -0.58
11. O -0.25
12. C -0.14
13. C -1.02
14. O -0.27
15. C -0.31
16. C -0.93
17. H 0.32
18. H 0.39
19. H 0.34
20. H 0.35
21. H 0.30
22. H 0.31
23. H 0.24
24. H 0.38
25. H 0.30
26. H 0.32
27. H 0.41
28. H 0.40
29. H 0.36
30. H 0.35
31. H 0.07



The following is a quantum chemistry calculation of a cluster of 6 separate species, C4H22N2O6 in total at a distorted geometry, from the Open Molecules 2025 dataset.

Element x y z (Å)
C -1.605034 0.629092 1.319337
C -1.358966 0.503945 -0.186384
C -1.300561 -0.978258 -0.657879
O -0.802417 -1.898090 0.291478
N -0.157142 1.230029 -0.640765
C -0.522239 2.529345 -1.194283
N -0.834037 2.363084 -2.625801
H -0.867526 0.092078 1.877485
H -2.540438 0.090427 1.495865
H -1.714573 1.638695 1.629707
H -2.216424 0.935376 -0.679978
H -2.282866 -1.328554 -0.969984
H -0.684171 -0.955032 -1.565134
H -0.225471 -1.404896 0.906252
H 0.648302 1.275716 -0.046481
H 0.319584 3.221078 -1.127976
H -1.408115 3.002354 -0.771033
H -0.324690 3.000624 -3.213821
H -0.729519 1.423688 -2.962861
H -1.144357 -2.561018 2.667609
H -1.389546 -3.844849 1.982290
O -0.981832 -3.503836 2.786930
H 1.937977 -2.114240 0.974277
H 1.743800 -0.715050 0.306117
O 1.675467 -1.199398 1.129525
H 1.899982 0.219554 -2.733050
H 2.478068 1.213837 -1.857572
O 2.375466 1.059909 -2.803956
H 2.912958 -3.589154 -1.256215
H 2.183613 -4.390715 -0.180086
O 2.645152 -3.559060 -0.331923
H 0.163959 2.984520 3.061260
H 1.053713 2.005609 2.321070
O 1.051878 2.623182 3.055996

Forces on atoms 1 to 3 (eV/Å):
-0.9607 -1.3718 -1.1595
0.9640 -0.7599 0.6516
-0.0578 0.4584 -0.1479

Calculated values
Relative energy (zero: lowest compared OMol25 entry of this formula, charge and spin), kJ/mol: 177.8
Strongest force on any atom, eV/A: 2.04
Total energy, eV: -19769.121
Spin multiplicity: 1
LUMO energy, Eh: 0.003

Formally, the Mulliken partial charges of the atoms, in units of the elementary charge, are as follows:
1. C -1.40
2. C -0.04
3. C -0.70
4. O -0.46
5. N -0.04
6. C -0.59
7. N -0.55
8. H 0.45
9. H 0.35
10. H 0.32
11. H 0.50
12. H 0.38
13. H 0.25
14. H 0.28
15. H 0.17
16. H 0.37
17. H 0.26
18. H 0.23
19. H 0.23
20. H 0.32
21. H 0.32
22. O -0.63
23. H 0.33
24. H 0.27
25. O -0.60
26. H 0.31
27. H 0.30
28. O -0.62
29. H 0.30
30. H 0.32
31. O -0.64
32. H 0.33
33. H 0.31
34. O -0.64